{
  "formula": "C26H41N3OY",
  "method": "the ωB97M-V functional and the def2-TZVPD basis",
  "elements": ["Y", "C", "C", "C", "C", "C", "C", "C", "C", "C", "C", "C", "C", "C", "C", "C", "C", "C", "H", "H", "H", "H", "H", "H", "H", "H", "H", "H", "H", "H", "H", "H", "H", "H", "H", "H", "H", "H", "H", "H", "H", "H", "H", "H", "H", "H", "H", "C", "C", "C", "C", "C", "H", "H", "H", "H", "H", "C", "N", "C", "C", "O", "N", "C", "N", "H", "H", "H", "H", "H", "H", "H"],
  "positions_angstrom": [[1.168, -0.429, 0.620], [-1.039, -0.110, 1.606], [-0.378, 1.157, 1.631], [-0.541, 1.719, 0.324], [-1.276, 0.774, -0.436], [-1.607, -0.331, 0.345], [-2.545, -1.472, 0.005], [-3.871, -1.245, 0.748], [-2.841, -1.496, -1.493], [-1.963, -2.810, 0.468], [-0.185, 3.086, -0.292], [-1.336, 4.053, 0.039], [-0.105, 3.006, -1.825], [1.139, 3.688, 0.172], [0.185, 1.699, 2.963], [1.725, 1.761, 2.922], [-0.160, 0.751, 4.119], [-0.401, 3.062, 3.325], [-1.249, -0.701, 2.484], [-1.576, 0.915, -1.462], [-4.341, -0.308, 0.443], [-3.713, -1.205, 1.828], [-4.569, -2.060, 0.537], [-3.354, -0.585, -1.807], [-3.493, -2.337, -1.741], [-1.935, -1.580, -2.095], [-1.982, -2.901, 1.557], [-0.910, -2.923, 0.183], [-2.535, -3.649, 0.063], [-1.501, 4.147, 1.111], [-2.270, 3.709, -0.412], [-1.121, 5.048, -0.362], [-1.047, 2.695, -2.277], [0.690, 2.338, -2.157], [0.112, 4.002, -2.217], [1.126, 4.017, 1.207], [1.364, 4.564, -0.440], [1.976, 2.997, 0.045], [2.164, 0.755, 2.808], [2.141, 2.127, 3.863], [2.112, 2.391, 2.126], [0.202, -0.268, 3.956], [-1.234, 0.696, 4.306], [0.321, 1.118, 5.027], [-0.012, 3.875, 2.716], [-0.163, 3.296, 4.366], [-1.488, 3.056, 3.222], [2.232, -3.190, 0.355], [1.757, -2.848, 1.630], [2.533, -1.761, 2.103], [3.489, -1.451, 1.112], [3.290, -2.318, 0.028], [1.867, -4.001, -0.258], [0.993, -3.358, 2.199], [2.579, -1.432, 3.132], [4.281, -0.723, 1.220], [3.878, -2.330, -0.878], [0.751, -2.336, -5.186], [0.942, -1.732, -3.877], [1.623, -0.462, -3.639], [1.504, -0.386, -2.145], [1.997, 0.482, -1.409], [0.822, -1.430, -1.643], [0.549, -2.222, -2.697], [-0.051, -3.397, -2.554], [0.723, -1.542, -5.929], [-0.209, -2.849, -5.227], [1.555, -3.026, -5.438], [1.124, 0.385, -4.113], [2.668, -0.485, -3.949], [-0.369, -3.661, -1.635], [-0.217, -4.021, -3.323]],
  "lowdin_charge": [1.64, -0.16, -0.26, -0.16, -0.04, -0.25, -0.55, -0.03, -0.05, -0.05, -0.52, -0.03, -0.06, -0.04, -0.52, -0.04, -0.06, -0.03, 0.11, 0.11, 0.10, 0.09, 0.09, 0.09, 0.09, 0.06, 0.09, 0.04, 0.09, 0.07, 0.09, 0.09, 0.08, 0.06, 0.09, 0.06, 0.09, 0.08, 0.05, 0.10, 0.06, 0.08, 0.10, 0.09, 0.06, 0.09, 0.10, -0.15, -0.18, -0.30, -0.21, -0.15, 0.10, 0.11, 0.11, 0.11, 0.11, 0.00, -0.06, 0.01, -0.48, -0.04, 0.12, -0.38, 0.25, 0.10, 0.09, 0.10, 0.15, 0.16, 0.10, 0.12],
  "lumo_energy_ev": -2.3,
  "total_charge": 1,
  "multiplicity": 1,
  "e_above_lowest_kcal_mol": 24.6
}

{
  "formula": "C26H41N6O",
  "method": "the ωB97M-V functional and the def2-TZVPD basis",
  "elements": ["C", "C", "C", "C", "C", "C", "O", "N", "C", "C", "N", "C", "N", "N", "C", "C", "C", "N", "C", "C", "N", "H", "H", "H", "H", "H", "H", "H", "H", "H", "H", "H", "H", "H", "H", "H", "H", "H", "H", "H", "H", "H", "H", "H", "H", "H", "H", "H", "H", "H", "C", "C", "C", "C", "C", "C", "H", "H", "H", "H", "H", "H", "C", "C", "C", "C", "C", "C", "H", "H", "H", "H", "H", "H"],
  "positions_angstrom": [[-2.723, -1.216, 0.800], [-1.840, -0.819, -0.074], [-0.673, -1.684, -0.492], [0.441, -0.911, -1.280], [-0.074, 0.043, -2.382], [0.668, 1.404, -2.493], [1.023, 1.759, -3.577], [0.883, 2.198, -1.374], [-0.356, 2.667, -0.744], [1.858, 3.268, -1.598], [1.285, -0.328, -0.208], [2.506, -0.806, -0.188], [3.297, -0.909, 0.830], [2.952, -0.511, 2.132], [3.355, 0.913, 2.334], [3.025, 1.273, 3.814], [2.241, 2.608, 3.915], [2.800, -1.233, -1.512], [1.510, -1.900, -1.865], [1.583, -3.304, -1.145], [2.956, -3.846, -1.205], [-2.457, -2.052, 1.441], [-3.662, -0.689, 0.898], [-2.003, 0.155, -0.522], [-0.192, -2.000, 0.438], [-0.974, -2.593, -1.013], [0.085, -0.468, -3.328], [-1.145, 0.250, -2.329], [-0.113, 3.353, 0.065], [-0.839, 1.806, -0.264], [-1.088, 3.068, -1.453], [2.672, 2.948, -2.239], [2.319, 3.483, -0.625], [1.401, 4.203, -1.934], [0.828, -0.057, 0.655], [4.219, -1.300, 0.665], [1.945, -0.540, 2.267], [4.411, 1.031, 2.098], [2.747, 1.549, 1.676], [2.399, 0.472, 4.214], [3.972, 1.303, 4.349], [1.821, 2.917, 2.955], [2.907, 3.397, 4.259], [1.403, 2.470, 4.599], [2.827, -0.382, -2.078], [1.471, -2.119, -2.929], [1.293, -3.245, -0.091], [0.921, -4.004, -1.656], [3.403, -3.733, -0.303], [2.884, -4.847, -1.356], [-2.922, -1.059, 5.407], [-1.910, -0.691, 4.532], [-0.666, -1.302, 4.612], [-0.434, -2.288, 5.561], [-1.448, -2.658, 6.434], [-2.689, -2.041, 6.360], [-3.891, -0.581, 5.347], [-2.091, 0.074, 3.786], [0.127, -1.009, 3.931], [0.535, -2.767, 5.621], [-1.269, -3.428, 7.174], [-3.477, -2.327, 7.045], [-3.723, 0.433, -6.559], [-2.436, 0.434, -6.040], [-2.042, 1.424, -5.146], [-2.950, 2.406, -4.769], [-4.238, 2.404, -5.285], [-4.624, 1.419, -6.183], [-4.024, -0.337, -7.258], [-1.735, -0.339, -6.333], [-1.042, 1.420, -4.735], [-2.650, 3.179, -4.070], [-4.942, 3.171, -4.987], [-5.627, 1.420, -6.591]],
  "lowdin_charge": [0.02, -0.18, -0.11, -0.31, 0.00, -0.47, 0.11, -0.17, -0.03, -0.05, 0.17, -0.32, 0.11, 0.00, -0.18, -0.20, -0.09, 0.12, -0.19, -0.21, 0.01, 0.08, 0.07, 0.08, 0.11, 0.14, 0.12, 0.11, 0.10, 0.06, 0.10, 0.09, 0.08, 0.10, 0.15, 0.19, 0.10, 0.12, 0.09, 0.09, 0.11, 0.06, 0.08, 0.07, 0.14, 0.16, 0.10, 0.12, 0.06, 0.08, -0.09, -0.11, -0.11, -0.09, -0.08, -0.08, 0.11, 0.09, 0.07, 0.10, 0.11, 0.11, -0.09, -0.09, -0.10, -0.10, -0.09, -0.09, 0.10, 0.10, 0.07, 0.09, 0.10, 0.10],
  "lumo_energy_ev": -2.4,
  "total_charge": 1,
  "multiplicity": 1
}

{
  "formula": "C26H42BF3NO6P",
  "method": "the ωB97M-V functional and the def2-TZVPD basis",
  "elements": ["C", "B", "O", "N", "C", "O", "C", "C", "C", "C", "O", "C", "F", "F", "F", "C", "P", "O", "C", "C", "C", "C", "O", "C", "C", "O", "H", "H", "H", "H", "H", "H", "H", "H", "H", "H", "H", "H", "H", "H", "C", "C", "C", "C", "C", "C", "H", "H", "H", "H", "H", "H", "H", "H", "H", "H", "H", "H", "H", "H", "C", "C", "C", "C", "C", "C", "H", "H", "H", "H", "H", "H", "H", "H", "H", "H", "H", "H", "H", "H"],
  "positions_angstrom": [[-0.904, -0.326, 1.164], [0.474, -0.108, 0.410], [1.632, -0.695, 0.841], [0.433, 0.827, -0.778], [0.254, 2.071, -0.066], [-0.770, 2.650, 0.199], [1.711, 2.523, 0.115], [2.295, 3.337, 1.024], [3.664, 3.526, 0.894], [4.426, 4.074, 2.091], [3.920, 3.524, 3.320], [4.120, 2.199, 3.508], [4.597, 2.018, 4.752], [5.002, 1.646, 2.679], [2.952, 1.541, 3.453], [4.253, 3.283, -0.324], [5.927, 3.953, -0.610], [6.174, 5.188, 0.173], [3.602, 2.544, -1.319], [4.144, 2.312, -2.705], [3.842, 3.675, -3.487], [2.630, 4.468, -3.006], [2.712, 3.696, -4.283], [2.405, 1.989, -0.976], [1.584, 0.859, -1.605], [1.887, 0.063, -2.440], [-1.167, 0.575, 1.734], [-0.856, -1.140, 1.891], [-1.723, -0.461, 0.455], [1.630, -0.618, 1.803], [1.735, 3.713, 1.872], [4.259, 5.149, 2.143], [5.496, 3.921, 1.995], [6.923, 3.007, -0.285], [6.024, 4.298, -1.981], [3.598, 1.563, -3.269], [5.230, 2.231, -2.720], [4.698, 4.259, -3.810], [1.721, 3.957, -2.721], [2.672, 5.540, -3.165], [-2.736, -1.528, -2.322], [-1.305, -1.860, -2.738], [-0.985, -1.437, -4.163], [-1.814, -2.133, -5.245], [-1.729, -3.658, -5.243], [-0.322, -4.186, -5.508], [-3.469, -2.067, -2.926], [-2.905, -1.805, -1.279], [-2.931, -0.458, -2.420], [-1.127, -2.929, -2.588], [-0.607, -1.342, -2.077], [0.078, -1.615, -4.345], [-1.126, -0.355, -4.255], [-1.490, -1.760, -6.222], [-2.864, -1.840, -5.145], [-2.397, -4.042, -6.019], [-2.098, -4.060, -4.296], [0.052, -3.831, -6.471], [-0.322, -5.277, -5.531], [0.379, -3.874, -4.732], [-4.985, -1.572, 2.151], [-5.283, -1.421, 3.639], [-4.035, -1.180, 4.485], [-3.004, -2.311, 4.466], [-3.528, -3.676, 4.913], [-4.014, -3.694, 6.358], [-4.353, -2.440, 1.951], [-5.911, -1.704, 1.589], [-4.481, -0.684, 1.764], [-5.822, -2.303, 3.996], [-5.961, -0.574, 3.775], [-4.341, -0.985, 5.517], [-3.545, -0.263, 4.141], [-2.167, -2.024, 5.111], [-2.589, -2.408, 3.459], [-2.720, -4.405, 4.807], [-4.331, -4.011, 4.251], [-3.214, -3.402, 7.042], [-4.343, -4.696, 6.637], [-4.857, -3.018, 6.510]],
  "lowdin_charge": [0.03, -0.54, 0.19, 0.16, -0.32, 0.17, -0.05, 0.06, -0.17, -0.10, 0.05, -0.71, 0.16, 0.18, 0.16, -0.20, 0.77, -0.43, -0.18, -0.04, -0.29, -0.01, -0.06, -0.04, -0.32, 0.17, 0.07, 0.06, 0.06, 0.12, 0.15, 0.15, 0.11, 0.03, 0.03, 0.12, 0.10, 0.13, 0.12, 0.11, -0.10, -0.26, -0.23, -0.23, -0.27, -0.11, 0.07, 0.06, 0.08, 0.10, 0.08, 0.10, 0.11, 0.11, 0.10, 0.10, 0.10, 0.07, 0.07, 0.07, -0.11, -0.27, -0.23, -0.23, -0.27, -0.11, 0.07, 0.07, 0.07, 0.10, 0.10, 0.10, 0.11, 0.11, 0.09, 0.10, 0.10, 0.07, 0.07, 0.07],
  "lumo_energy_ev": -1.0,
  "smiles": "CB(O)N1C(=O)c2cc(COC(F)(F)F)c([PH2]=O)c(C[C@@H]3CO3)c2C1=O.CCCCCC.CCCCCC",
  "total_charge": 0,
  "multiplicity": 1
}

no.,E_tot (eV),E_HOMO (hartree)
1,-35186.345,-0.3971
2,-38606.428,-0.4102
3,-59536.382,-0.3665